The following is a quantum chemistry calculation of one molecule with the formula C19H22N4O, from the Open Molecules 2025 dataset.

The highest occupied orbital energy is -7.69 eV. The HOMO-LUMO gap comes out at 8.31 eV. The SMILES is Cc1nc(N2CCN(c3ccccc3)CC2)nc2c1C(=O)CCC2.

The geometry in ORCA input format:
```
! wB97M-V def2-TZVPD RIJCOSX def2/J DEFGRID3
* xyz 0 1
C 3.649 2.862 -0.342
C 3.078 1.495 -0.203
N 1.761 1.426 -0.178
C 1.195 0.221 -0.043
N -0.143 0.165 -0.021
C -0.849 -1.086 0.120
C -2.204 -0.993 -0.574
N -3.000 0.045 0.038
C -4.375 0.021 0.000
C -5.063 -0.809 -0.893
C -6.444 -0.835 -0.914
C -7.182 -0.034 -0.060
C -6.513 0.793 0.826
C -5.133 0.820 0.865
C -2.270 1.156 0.606
C -0.952 1.356 -0.136
N 1.863 -0.935 0.080
C 3.179 -0.879 0.041
C 3.879 0.333 -0.108
C 5.341 0.374 -0.164
O 5.983 1.398 -0.303
C 6.046 -0.967 -0.067
C 5.279 -1.974 0.778
C 3.900 -2.184 0.169
H 4.304 3.082 0.499
H 2.841 3.587 -0.390
H 4.261 2.922 -1.240
H -0.238 -1.877 -0.318
H -0.996 -1.320 1.183
H -2.719 -1.951 -0.464
H -2.048 -0.806 -1.648
H -4.520 -1.427 -1.590
H -6.948 -1.484 -1.615
H -8.261 -0.055 -0.083
H -7.072 1.420 1.506
H -4.644 1.455 1.587
H -2.063 0.993 1.674
H -2.866 2.067 0.508
H -1.154 1.574 -1.193
H -0.392 2.194 0.281
H 6.151 -1.348 -1.088
H 7.050 -0.795 0.324
H 5.176 -1.596 1.798
H 5.821 -2.920 0.822
H 4.001 -2.619 -0.831
H 3.289 -2.865 0.762
*
```

---

The following is a quantum chemistry calculation of one molecule with the formula C4H9NO, from the Open Molecules 2025 dataset.

The highest occupied orbital energy is -8.31 eV. The HOMO-LUMO gap comes out at 8.66 eV.

The geometry in ORCA input format:
```
! wB97M-V def2-TZVPD RIJCOSX def2/J DEFGRID3
* xyz 0 1
C 1.243 -0.938 -0.669
C -0.103 -0.294 -0.458
N -0.998 -1.036 0.487
C -1.495 0.055 1.144
C 0.159 1.191 0.009
O 0.942 1.317 1.165
H 1.752 -0.404 -1.479
H 1.813 -0.801 0.252
H 1.178 -1.999 -0.918
H -0.687 -0.232 -1.391
H -1.670 -1.612 -0.026
H -2.507 0.264 0.731
H -0.738 1.835 0.061
H 0.764 1.580 -0.806
H 0.348 1.072 1.899
*
```

---

The following is a quantum chemistry calculation of C40H32N2O3PSrTe as an isolated structure, from the Open Molecules 2025 dataset.

The highest occupied orbital energy (alpha / beta) is -2.15 / -2.25 eV. The HOMO-LUMO gap (alpha / beta) comes out at 4.30 / 4.37 eV.

The geometry in ORCA input format:
```
! wB97M-V def2-TZVPD RIJCOSX def2/J DEFGRID3
* xyz -1 1
Sr 0.312 -0.396 1.110
O 3.542 1.200 -3.032
C 3.130 2.475 -2.856
C 3.861 3.494 -3.448
C 3.455 4.818 -3.335
C 2.290 5.128 -2.647
C 1.562 4.116 -2.041
C 1.985 2.780 -2.078
C 1.286 1.715 -1.383
O 0.694 1.861 -0.099
N 1.173 0.535 -1.965
N 0.497 -0.466 -1.398
C 0.608 -1.622 -2.070
C -0.014 -2.886 -1.766
C -0.057 -3.819 -2.820
C -0.605 -5.081 -2.692
C -1.141 -5.458 -1.463
C -1.096 -4.576 -0.397
C -0.529 -3.294 -0.494
O -0.482 -2.534 0.573
H 2.779 0.629 -2.767
H 4.747 3.224 -4.008
H 4.037 5.600 -3.806
H 1.945 6.152 -2.585
H 0.653 4.360 -1.506
H 1.154 -1.573 -3.012
H 0.352 -3.513 -3.778
H -0.624 -5.757 -3.537
H -1.586 -6.437 -1.336
H -1.494 -4.858 0.572
C -0.274 -0.403 5.990
C -0.198 0.983 5.749
C -0.315 1.485 4.483
C -0.562 0.714 3.305
C -0.576 -0.762 3.594
C -0.416 -1.232 4.890
P -1.581 1.826 1.874
C -2.917 2.583 2.860
C -3.561 3.742 2.417
C -4.671 4.236 3.083
C -5.171 3.564 4.192
C -4.549 2.405 4.631
C -3.425 1.918 3.976
C -0.274 3.110 1.701
C -0.204 4.216 2.547
C 0.888 5.071 2.556
C 1.970 4.790 1.739
C 1.926 3.716 0.866
C 0.789 2.919 0.787
H -0.189 -0.813 6.987
H -0.027 1.674 6.567
H -0.273 2.565 4.384
H -0.711 -1.565 2.876
H -0.420 -2.308 5.043
H -3.185 4.258 1.540
H -5.155 5.138 2.729
H -6.045 3.942 4.709
H -4.934 1.876 5.494
H -2.935 1.018 4.326
H -1.023 4.393 3.233
H 0.906 5.922 3.226
H 2.857 5.410 1.767
H 2.770 3.500 0.227
C -3.711 -2.694 2.517
Te -3.071 -1.164 1.174
C -5.146 -0.707 1.223
C -5.817 -2.050 1.378
C -7.090 -2.325 0.898
C -7.652 -3.583 1.075
C -6.941 -4.572 1.738
C -5.666 -4.305 2.220
C -5.096 -3.053 2.039
H -3.735 -2.265 3.520
H -3.016 -3.531 2.512
H -5.445 -0.189 0.315
H -5.349 -0.066 2.084
H -7.639 -1.553 0.372
H -8.639 -3.793 0.683
H -7.373 -5.556 1.868
H -5.101 -5.080 2.724
*
```

---

Calculated E, -1031.5198, -287.6416, -2518.7574 hartree (same order as the records).